Molecular formula: C6H9N
Method: DFT, ωB97M-V/def2-TZVPD

The charge is 0. The calculation puts the orbital gap at 9.992 eV. The SMILES is C1[C@H]2N1CC21CC1. The calculation puts the energy relative to the best compared isomer or geometry (same formula, charge and spin) at 315.3 kJ/mol. The total energy is -288.66194 Ha.

Last column: natural (NBO) charge in e.
Atoms and positions in Å:
C  1.74  1.27  -0.14  -0.27
C  0.38  0.93  -0.62  -0.08
N  1.55  -0.02  -0.79  -0.37
C  0.93  -0.89  0.27  -0.22
C  -0.38  -0.12  0.14  -0.09
C  -1.66  -0.17  0.89  -0.42
C  -1.56  -0.78  -0.49  -0.41
H  2.02  1.30  0.91  0.19
H  2.30  1.95  -0.79  0.21
H  -0.06  1.49  -1.45  0.20
H  1.43  -0.78  1.24  0.18
H  0.89  -1.94  0.00  0.20
H  -2.25  0.74  0.99  0.22
H  -1.72  -0.84  1.74  0.22
H  -1.54  -1.86  -0.59  0.21
H  -2.06  -0.27  -1.31  0.21

---

Molecular formula: C3H7O2
Method: DFT, ωB97M-V/def2-TZVPD

The charge is -1. The calculation puts the orbital gap at 6.072 eV. The SMILES is [O-]CCCO. The calculation puts the energy relative to the best compared isomer or geometry (same formula, charge and spin) at 283.0 kJ/mol. The total energy is -268.93221 Ha.

Last column: natural (NBO) charge in e.
Atoms and positions in Å:
O  0.85  -0.74  1.78  -0.92
C  -0.37  -0.75  1.36  0.05
C  -0.68  -0.22  -0.18  -0.51
C  0.59  0.53  -0.63  -0.07
O  0.37  1.61  -1.57  -0.76
H  -1.13  -0.18  2.01  0.03
H  -0.87  -1.82  1.34  0.03
H  -0.57  -1.14  -0.76  0.18
H  -1.54  0.44  -0.24  0.19
H  1.06  0.96  0.26  0.19
H  1.39  -0.12  -1.01  0.15
H  0.90  1.43  -2.36  0.45

---

no.,molecular weight (g mol⁻¹)
1,95.1
2,75.1